# 1
DFT (ωB97M-V/def2-TZVPD) results for a structure of composition C10H14BHgN7O3 at a distorted geometry.

- 2S+1: 1
- Energy relative to the best compared isomer or geometry (same formula, charge and spin): 4.516 eV
- Kohn-Sham gap (alpha / beta): 7.000 / 6.207 eV
- HOMO energy (alpha / beta): -8.5192 / -8.5190 eV

Structure (XYZ):
```
36
Properties=species:S:1:pos:R:3:forces:R:3
H -1.6240 -2.1069 1.3967 0.4440 0.0216 -0.4598
N 0.0208 -1.2532 0.2880 -0.9437 0.6665 0.8728
B 2.4390 -0.4095 -0.2739 0.6222 -0.5422 0.7365
N 1.3462 -1.2143 0.5239 0.3195 -1.2711 -0.6119
C 1.6523 -2.0641 1.5414 0.1463 0.7048 -0.4387
Hg -1.0534 0.1286 -1.4155 -0.1227 -0.3446 0.9248
H 2.7020 -2.1790 1.8357 -0.7250 -0.0052 -0.0888
C 0.4686 -2.5783 2.0358 -0.0161 -0.2135 0.3208
H 0.3649 -3.2872 2.8523 -0.0233 0.3086 -0.2204
C -0.5463 -2.0116 1.2518 0.8882 0.0515 -0.2887
H 3.4442 -1.0775 -0.2866 -0.0212 -0.0053 0.1739
C -3.9567 0.3777 0.1612 1.2201 -2.0828 -2.8040
H -3.9075 -0.8063 0.2356 -0.0205 2.8053 -0.0074
H -4.2631 0.7527 -0.8929 0.5148 -0.3726 2.1344
H -3.4033 0.9884 0.8882 -0.3640 -0.2901 -0.4900
N 2.6544 0.9010 0.5282 0.8622 2.7782 0.8729
N 2.1573 -0.1805 -1.8142 -0.1647 -0.2424 -1.6941
N 2.5868 0.9636 1.9137 -1.5736 -1.6068 -0.4559
N 0.9575 -0.2142 -2.3847 -2.8798 1.1378 0.2153
C 2.9018 2.1874 0.0733 -0.5010 -0.0002 1.2033
C 3.0178 -0.0487 -2.8587 1.6988 0.2763 1.4733
H 3.1447 2.3954 -0.9648 -0.2777 -0.0763 0.2119
H 4.0995 0.0023 -2.5884 -1.0761 -0.1915 -0.7011
C 2.8182 3.0621 1.1721 -0.0302 -0.6695 -0.4341
C 2.3123 0.0963 -4.0476 2.7579 0.6076 -2.0645
C 2.5648 2.2188 2.2993 0.5241 1.0197 -1.5972
C 1.0045 0.0486 -3.7075 -0.8309 -0.3909 1.3415
H 2.9307 4.1442 1.2184 -0.0216 -0.4065 -0.3289
H 2.7538 0.2606 -5.0753 -0.5875 -0.2246 1.5909
H 2.3209 2.5993 3.3057 0.5110 -0.8564 -0.5032
H 0.0931 0.2597 -4.2773 0.5042 -0.5102 0.2863
H -5.4534 0.4547 0.9875 0.6841 0.4301 1.7705
O -7.1691 -0.2858 0.4147 0.4076 -0.6996 1.1662
N -6.7013 -0.6452 1.4888 -1.3303 -1.8693 1.6073
O -7.0420 -1.5681 2.2326 0.4004 1.9179 -1.8456
O -5.6360 0.0893 1.9424 -0.9957 0.1457 -1.8684
```
Forces are in eV/Å.

# 2
DFT (ωB97M-V/def2-TZVPD) results for a structure of composition C17H26GeMoN4O4Se at a distorted geometry.

- 2S+1: 3
- Energy relative to the best compared isomer or geometry (same formula, charge and spin): 1.242 eV
- Kohn-Sham gap (alpha / beta): 4.494 / 5.869 eV
- HOMO energy (alpha / beta): 0.3803 / -0.9972 eV
- Net charge: -2

Structure (XYZ):
```
54
Properties=species:S:1:pos:R:3:forces:R:3
Mo 0.2458 -0.9182 0.4411 -0.0945 -0.8721 1.1909
N 1.3786 2.8268 1.1410 0.0036 0.0111 -0.0063
C 0.1296 3.5387 0.9377 -0.0605 0.0618 0.1396
C -0.9263 3.1440 1.9709 -0.1150 -0.0370 -0.2346
C -1.5999 1.7816 1.7646 -0.1170 0.2498 0.1772
N -0.7610 0.5967 1.9551 0.1121 -0.3034 -0.1058
H 1.9843 3.2631 1.8217 0.0397 0.0288 -0.0862
H 1.8756 2.6700 0.2710 -0.1471 -0.0032 0.1566
H -0.2267 3.2652 -0.0525 -0.0621 0.0240 -0.0252
H 0.2487 4.6392 0.9352 -0.0157 -0.1243 0.0929
H -1.7324 3.8899 1.9392 0.0377 -0.0357 -0.0245
H -0.5092 3.2085 2.9831 0.0874 -0.0889 -0.0029
H -2.0554 1.7041 0.7747 0.1271 0.0931 -0.0450
H -2.4306 1.7367 2.4869 0.0422 0.0143 -0.1207
H -1.3865 -0.1887 2.1330 0.0032 -0.0108 0.0892
H -0.1725 0.6386 2.7785 0.1179 0.1838 -0.0054
O -3.5950 -2.5094 -0.2499 0.1504 0.0889 -0.0363
C -2.4102 -2.1525 -0.2393 -0.1555 -0.2254 0.1034
O -1.9624 -1.0415 0.2149 0.0038 0.1459 -0.0514
C -1.3486 -3.0507 -0.7993 -0.2084 -0.1268 -0.0101
C -1.6847 -4.3213 -1.2342 -0.0243 0.0665 0.0198
C -0.7468 -5.1487 -1.8126 -0.1031 0.0134 0.0322
C 0.5439 -4.6101 -2.0641 0.1071 0.0706 -0.0411
C 1.5231 -5.3228 -2.7757 0.0499 -0.0073 -0.0142
C 2.7457 -4.7638 -3.0893 0.0144 -0.0247 -0.0107
C 3.0115 -3.4539 -2.6979 -0.0071 0.0242 -0.0222
C 2.0735 -2.7371 -1.9772 0.0148 -0.0195 -0.0410
C 0.8389 -3.2898 -1.6169 0.2699 -0.0574 -0.0729
N -0.0648 -2.5554 -0.8683 -0.0342 0.2482 0.0299
H -2.7173 -4.6131 -1.0988 -0.0092 0.0110 0.0121
H -0.9847 -6.1538 -2.1405 -0.0096 -0.0029 0.0078
H 1.2898 -6.3360 -3.0885 -0.0156 -0.0041 -0.0006
H 3.4847 -5.3328 -3.6426 -0.0037 -0.0076 -0.0025
H 3.9551 -2.9873 -2.9573 -0.0242 -0.0283 -0.0307
H 2.2686 -1.7226 -1.6604 -0.0160 -0.0854 -0.0629
O 0.0533 1.6081 -2.7393 -0.1936 0.4890 -1.2729
N 0.2954 1.6490 -1.5573 0.2016 0.9582 0.0541
O 0.1389 0.5552 -0.9801 -0.1998 -1.0502 0.5788
Se 0.3098 -2.2262 2.4901 -0.0843 0.1997 -0.3665
C 3.2125 1.1610 -2.0550 0.2209 -0.0247 0.1353
Ge 3.6028 0.2409 -0.3479 0.0297 0.0086 -0.1677
C 5.0721 -1.0521 -0.7191 -0.0852 0.1603 -0.0054
C 4.4987 1.5924 0.8095 -0.0900 0.0382 -0.0573
C 2.1733 -0.7349 0.5066 0.0370 0.0586 -0.0081
H 4.1555 1.3804 -2.5629 0.0348 -0.0045 -0.0135
H 2.6796 2.0989 -1.8975 0.0376 -0.0295 -0.0061
H 2.5937 0.5485 -2.7094 -0.0156 -0.0317 0.0064
H 5.8921 -0.5648 -1.2535 0.0131 0.0037 -0.0103
H 4.7163 -1.8973 -1.3073 0.0090 0.0507 0.0409
H 5.4566 -1.4436 0.2242 0.0035 -0.0006 0.0441
H 5.5253 1.7254 0.4604 0.0413 0.0128 0.0002
H 4.5248 1.2490 1.8440 -0.0136 -0.0248 0.0260
H 4.0032 2.5677 0.7830 0.0503 -0.1354 -0.0120
H 2.6672 -1.4126 1.2133 0.0450 0.0513 0.0358
```
Forces are in eV/Å.

# 3
DFT (ωB97M-V/def2-TZVPD) results for a cluster of 15 separate species, C33H81N15O15 in total at a distorted geometry.

- 2S+1: 1
- Kohn-Sham gap: 9.526 eV
- HOMO energy: -9.2596 eV

Structure (XYZ):
```
144
Properties=species:S:1:pos:R:3:forces:R:3
O -3.7744 2.1322 1.5496 -0.5127 0.4757 -0.2040
C -4.3418 2.0934 2.6557 0.7257 0.3798 -1.7364
N -3.9979 1.1721 3.4962 0.4427 -1.9323 2.6591
C -5.3162 3.0660 3.1354 0.3872 2.3179 1.1586
H -4.2685 1.2511 4.4777 0.1019 -0.2279 -0.6404
H -3.1879 0.5971 3.3000 -0.0830 -0.1364 0.1100
H -6.0243 3.3859 2.4286 -0.9332 -0.0018 -1.2098
H -4.6919 3.9897 3.2736 -0.4605 -0.6842 0.2995
H -5.8517 2.8590 4.0706 0.4466 -0.2467 -0.2256
O 5.2338 -0.3179 -0.8610 0.0161 -0.3133 0.5035
C 5.9210 0.6853 -0.7697 -0.2365 0.2101 -1.4089
N 5.6437 1.7741 -1.5346 0.3601 -0.4350 0.5237
C 7.1812 0.7944 0.0460 -1.0354 -0.1801 0.8183
H 4.8502 1.8055 -2.1335 -0.5954 -0.1066 -0.2143
H 6.2305 2.5684 -1.5013 0.3227 0.6880 0.0548
H 7.0153 0.1627 0.9335 0.4385 0.2432 -0.3301
H 7.3047 1.8306 0.3458 0.3064 0.0451 0.1601
H 8.0253 0.4641 -0.5399 0.2740 -0.1615 -0.0684
O 2.4292 0.4740 -4.3096 0.6216 0.1886 0.0979
C 1.7214 1.4664 -4.2301 1.6377 0.3238 -0.7509
N 0.4784 1.3519 -3.7670 0.2912 1.7299 -0.3373
C 2.2582 2.8577 -4.6791 -1.2503 -0.0465 -0.5588
H 0.2445 0.4362 -3.4938 -0.7950 -1.0127 0.0918
H -0.1852 2.0574 -4.0265 -0.7674 -0.1143 0.4745
H 1.5190 3.6661 -4.5588 0.0289 -0.3346 0.1155
H 2.4843 2.8422 -5.7570 -0.0010 -0.3034 0.3791
H 3.1469 3.1817 -4.1581 0.2459 -0.4125 0.2939
O -0.8917 -3.0122 -2.3120 1.0824 -0.2390 -0.5358
C 0.2180 -3.3611 -2.7698 -0.1076 0.0396 0.0919
N 0.7485 -4.5675 -2.4673 0.3497 1.2660 -1.2065
C 1.0446 -2.4502 -3.6949 -0.0140 -0.3112 1.1055
H 0.2228 -5.1591 -1.8782 -0.1862 -0.7606 0.7692
H 1.6966 -4.8087 -2.7361 -0.4268 0.1860 0.1975
H 1.5889 -1.6862 -3.0798 -1.0807 -0.3735 -0.7991
H 0.3702 -2.0936 -4.4669 0.0286 0.5682 0.1254
H 1.8537 -2.9847 -4.1653 0.0816 -0.3955 -0.2258
O -2.4230 4.1938 4.1072 0.0752 -0.5015 -0.6051
C -1.6154 3.6950 3.3174 0.0804 1.3240 0.5370
N -1.2012 2.4123 3.4779 0.3863 0.5865 -0.9867
C -0.9530 4.6681 2.2739 -0.0382 -1.4363 0.7386
H -1.7507 1.8556 4.1084 0.1495 -0.1228 0.1691
H -0.6705 1.9164 2.7642 -0.2624 0.1530 0.1023
H 0.0351 4.2831 1.9900 -0.1737 0.2128 -0.0746
H -0.8707 5.6236 2.7934 0.0592 -0.1290 -0.1273
H -1.5749 4.7952 1.3844 -0.0130 -0.1767 0.1407
O 3.4156 -3.2748 -2.2116 0.7305 0.2012 0.1717
C 4.4474 -2.7230 -2.5965 0.4169 -0.8319 -0.2472
N 5.6817 -3.0639 -2.0871 -0.7938 -0.0617 -0.0191
C 4.4927 -1.8766 -3.8263 1.7371 -0.0108 -0.0938
H 5.6769 -3.6987 -1.3135 -0.1386 -0.1767 0.3339
H 6.4593 -2.4320 -2.0789 -0.1117 0.3323 -0.2884
H 3.6184 -1.3069 -4.0363 -0.4611 0.6743 0.3267
H 4.5810 -2.5718 -4.6703 0.1882 -0.0525 0.1358
H 5.4391 -1.2767 -3.7923 -1.0333 -0.1922 -0.2737
O 0.3235 -6.1394 -0.0548 -0.4753 0.4493 -0.3119
C -0.8053 -5.7666 0.2738 -0.1750 -1.2081 0.5065
N -1.8710 -6.6020 0.2435 0.6459 -0.1684 -0.5799
C -1.1643 -4.4305 0.8051 1.2369 0.4535 1.5087
H -2.7119 -6.3614 0.7007 -0.9803 0.5267 0.3261
H -1.8472 -7.4621 -0.2641 0.3316 -0.3498 0.0354
H -1.9119 -4.4873 1.5929 -0.4081 -0.1123 -0.3872
H -1.4380 -3.7638 0.0252 -0.6093 0.3820 -0.8326
H -0.2949 -3.9916 1.2896 0.3732 -0.0299 -0.0975
O -4.1684 -4.9785 1.7752 1.0250 -0.2167 0.3309
C -4.9314 -4.0248 1.7692 -0.4083 -1.7553 -0.4038
N -4.6754 -2.8521 2.3213 -0.0429 0.5895 0.1487
C -6.2705 -4.2551 1.1554 -0.3529 0.2201 -0.6983
H -3.8003 -2.6893 2.7736 0.2814 0.1898 0.1746
H -5.3183 -2.1108 2.1478 -0.2747 0.6575 0.1394
H -6.1064 -4.7668 0.1924 -0.1690 0.1524 0.4430
H -6.8305 -3.3445 0.9980 -0.2446 0.2647 -0.0787
H -6.8361 -4.9102 1.8138 0.0037 -0.0977 0.0005
O -1.8137 -0.6379 4.3344 -0.5478 0.5092 0.4979
C -0.6707 -1.0667 4.2604 1.4993 0.3164 -0.8263
N -0.4160 -2.3019 3.8416 0.3908 -1.5955 -0.2740
C 0.6141 -0.2834 4.4613 -0.1816 -0.5386 0.7588
H -1.1595 -2.9659 3.8349 -0.5374 -0.2505 -0.1826
H 0.4903 -2.6813 3.5527 -0.1309 0.3563 0.3327
H 1.5011 -0.9376 4.4283 -0.4016 0.3754 -0.4566
H 0.6333 0.1315 5.4567 -0.2371 0.3435 0.3971
H 0.6457 0.5269 3.7630 0.3560 0.2918 -0.4130
O 3.2183 1.3744 3.0021 0.1107 -0.2687 -0.1974
C 3.2628 2.0628 1.9975 0.0451 0.7046 0.8979
N 2.3274 2.0780 1.0364 0.4558 0.5947 -0.7616
C 4.2984 3.1804 1.8667 0.2761 0.6167 0.0040
H 2.6197 2.5547 0.2079 -0.0581 0.2441 -0.6164
H 1.5792 1.4243 0.9359 -0.4951 -0.6752 0.4964
H 4.9878 3.1057 2.6898 0.3313 -0.2568 0.2508
H 3.8481 4.1736 1.9739 -0.4442 -0.2471 0.1074
H 4.8625 3.2974 0.9372 -0.2014 -0.6470 -0.1525
O -2.1399 2.6529 -3.1653 0.2518 0.1310 -0.5997
C -2.3099 2.3869 -1.9906 -0.1345 -0.9186 0.4624
N -2.8925 3.2099 -1.1196 -0.4284 0.1808 1.2179
C -1.9337 1.0617 -1.3648 0.1218 -1.1928 -1.0692
H -3.4479 3.9744 -1.4141 -0.1467 0.7567 -0.6586
H -3.1476 2.8654 -0.2037 0.0731 -0.1806 0.2577
H -1.2757 0.5048 -2.0323 -0.0532 0.1816 -0.0512
H -2.7832 0.3754 -1.2117 -0.1366 0.6410 -0.1988
H -1.4432 1.0728 -0.4144 0.1440 0.8943 0.4773
O 1.8697 -3.8689 2.4652 -0.3234 0.0823 0.3033
C 2.6049 -3.5067 1.5475 -0.5036 0.3138 -0.1404
N 2.6924 -4.1883 0.4054 -0.0225 -0.5264 -0.1628
C 3.4596 -2.3040 1.6718 0.7652 0.0990 -0.2468
H 2.0596 -4.9672 0.3297 -0.2517 -0.3677 -0.1732
H 3.2374 -3.9380 -0.4126 -0.2347 0.3251 0.2042
H 3.8808 -1.9343 0.7389 0.2476 -0.2463 -0.0438
H 4.2193 -2.6136 2.3683 0.8313 -0.0187 0.1203
H 3.0171 -1.4698 2.1604 -0.9419 0.5766 0.4117
C -6.6816 1.5584 0.3465 0.2851 -1.0000 -0.3232
C -6.4745 0.0386 0.0664 -0.1369 0.5751 1.3148
O -6.9794 -0.8180 0.7978 0.2671 0.4543 -0.4579
N -5.5584 -0.2885 -0.8649 -0.6290 -1.6434 0.3898
C -5.1885 -1.6933 -1.1320 0.3438 1.3100 -0.0498
H -7.4847 1.6476 1.0743 -0.1334 0.0551 -0.2359
H -6.8514 2.1684 -0.5504 -0.1344 -0.2744 0.1633
H -5.7568 1.9176 0.8102 -0.2010 -0.1406 -0.3335
H -5.2971 0.3779 -1.5336 0.3902 0.9685 -0.7883
H -4.2287 -1.6061 -1.6334 -0.1326 -0.5063 -0.5751
H -5.9403 -2.2945 -1.6337 -0.0526 0.2602 -0.4645
H -4.9802 -2.1980 -0.2222 0.1051 -0.2211 0.9912
C -1.9893 -1.0962 0.9743 0.8750 0.0235 -0.2765
C -0.5625 -0.6011 0.6665 0.5814 0.6422 0.6284
O -0.0735 0.3436 1.3133 -0.3781 -0.2778 -0.2279
N 0.1247 -1.1705 -0.3466 0.6456 0.7552 0.6967
C 1.4634 -0.6931 -0.7696 1.3902 -0.2367 1.3757
H -2.4163 -1.5161 0.0616 -0.0626 -0.3470 0.2424
H -2.6023 -0.2385 1.2664 0.2233 -0.0617 0.0348
H -1.9411 -1.8240 1.8016 -0.0572 0.2730 -0.4918
H -0.2893 -2.0016 -0.7099 0.0207 -0.4579 -0.9040
H 1.4877 0.1637 -1.4651 -0.4599 -0.6393 -0.1605
H 2.2135 -1.4873 -1.0301 -1.4382 0.2889 -0.5201
H 2.0610 -0.3042 0.0804 -0.9553 -0.0683 0.0558
C 0.8438 4.0714 -1.4601 1.0206 0.8525 -1.8214
C 2.2863 4.5006 -1.8605 -0.8253 0.3793 1.6008
O 3.2099 3.7344 -1.6265 0.3998 -0.1031 -0.5359
N 2.4816 5.8172 -2.1579 0.3016 -0.7724 -0.2978
C 3.8014 6.3835 -2.3868 0.0763 0.1634 -0.1729
H 0.5995 3.1446 -1.9983 -0.0911 0.3537 0.2772
H 0.1215 4.8802 -1.6557 0.0619 -0.5306 0.1403
H 0.9587 3.8835 -0.4178 -0.3557 -0.1970 0.8700
H 1.6753 6.3570 -2.3656 -0.4381 0.3852 -0.1157
H 4.2904 5.9326 -3.2570 0.0885 -0.2293 0.3668
H 4.4078 6.3107 -1.4818 0.0823 -0.3004 -0.2129
H 3.7451 7.4454 -2.6243 -0.4227 -0.0085 0.1032
```
Forces are in eV/Å.